ORCA calculation (wB97M-V/def2-TZVPD) on a cluster of 12 separate species, C24H72O24 in total at a distorted geometry.

Each line ends with the Mulliken charge.
CARTESIAN COORDINATES (ANGSTROEM)
O  -0.99080  0.14546  -5.90180  -0.629
C  -0.20716  0.14595  -4.78205  1.526
C  1.09348  0.72647  -5.19239  -0.766
O  1.01302  2.13709  -5.37240  -0.601
H  -1.83054  -0.30720  -5.79437  0.295
H  -0.60427  0.72790  -3.95033  -0.695
H  -0.18281  -0.87554  -4.40247  -0.068
H  1.38453  0.29776  -6.15135  0.394
H  1.81551  0.49533  -4.40922  0.274
H  1.31351  2.48825  -4.53099  0.280
O  0.13045  5.43449  -1.38062  -0.530
C  0.08444  5.67440  0.02495  -0.813
C  -0.11263  4.40175  0.90201  0.298
O  1.10736  3.76309  0.78182  -0.455
H  0.07592  6.30682  -1.77770  0.227
H  1.01531  6.17756  0.28651  0.366
H  -0.71397  6.39739  0.19198  0.507
H  -0.90753  3.78509  0.48253  -0.300
H  -0.31123  4.59361  1.95646  0.333
H  1.22276  3.76330  -0.17122  -0.095
O  1.79150  4.33763  -2.94926  -0.583
C  3.01152  3.97871  -2.39198  -0.842
C  2.81491  2.67453  -1.61701  1.561
O  3.19162  1.51847  -2.38083  -0.649
H  1.18538  4.63725  -2.26776  0.548
H  3.72361  3.93399  -3.21600  0.393
H  3.40692  4.67627  -1.65363  0.363
H  1.84376  2.42286  -1.19086  -0.856
H  3.45946  2.73757  -0.74027  0.076
H  2.70829  0.82521  -1.92543  0.359
O  1.25434  -5.73185  -3.71899  -0.565
C  1.44315  -5.32347  -2.35343  -0.734
C  0.15753  -4.62119  -1.83629  0.293
O  -0.10313  -3.24385  -2.27282  -0.335
H  1.21168  -4.86410  -4.12738  0.322
H  1.64955  -6.15695  -1.68200  0.361
H  2.21231  -4.55316  -2.29776  0.347
H  0.20615  -4.41499  -0.76708  -0.079
H  -0.69928  -5.27302  -2.00683  0.244
H  -0.97416  -3.06918  -1.90896  0.052
O  -3.84593  -0.69441  -0.15676  -0.253
C  -4.04353  -1.95594  0.52405  -0.901
C  -2.77714  -2.73207  0.96061  0.265
O  -2.16581  -3.52403  -0.00598  -0.371
H  -4.70388  -0.27056  -0.08003  0.219
H  -4.67188  -1.81828  1.40400  0.491
H  -4.65171  -2.69175  -0.00207  0.364
H  -2.96283  -3.30769  1.86740  0.322
H  -2.01907  -1.97024  1.14241  -0.314
H  -2.63509  -3.74676  -0.81330  0.147
O  3.34111  -0.47234  2.69195  -0.324
C  4.33011  0.13046  1.97373  -0.087
C  5.71834  -0.24255  2.37461  -0.907
O  6.42856  0.61370  3.19414  -0.545
H  3.09796  0.00985  3.48566  0.108
H  4.12315  -0.42669  1.06003  0.354
H  4.28522  1.14711  1.58318  0.178
H  6.32745  -0.36384  1.47886  0.396
H  5.73397  -1.23394  2.82738  0.333
H  6.18682  0.38373  4.09430  0.323
O  -2.60852  5.30228  -1.72659  -0.631
C  -3.26178  4.11452  -1.35393  -0.690
C  -2.83464  2.88477  -2.21696  0.004
O  -1.39675  2.81222  -2.27493  -0.081
H  -1.66981  5.14188  -1.60529  0.382
H  -2.97615  3.99216  -0.30915  0.314
H  -4.28878  4.25832  -1.68963  0.415
H  -3.05396  3.00853  -3.27746  0.379
H  -3.24023  1.99937  -1.72741  0.040
H  -1.13960  1.90416  -2.45070  -0.276
O  3.13717  1.14807  4.87975  -0.556
C  1.81485  0.85438  5.13294  -0.604
C  1.63453  -0.54026  5.72878  -0.109
O  2.40287  -0.73335  6.92114  -0.569
H  3.51589  1.13182  5.76174  0.344
H  1.44557  1.44317  5.97262  0.382
H  1.16530  1.08477  4.28848  0.257
H  1.97380  -1.28837  5.01230  0.084
H  0.58923  -0.77830  5.92568  0.474
H  1.86529  -1.18079  7.57871  0.322
O  -3.47501  -4.31280  -2.33409  -0.464
C  -4.00195  -3.42915  -3.35339  -0.722
C  -3.24161  -2.05439  -3.52103  0.570
O  -3.69286  -1.30690  -4.69131  -0.538
H  -4.20813  -4.84335  -2.01369  0.273
H  -4.10007  -3.86667  -4.34689  0.370
H  -5.06660  -3.29988  -3.15873  0.380
H  -2.16441  -2.19613  -3.60856  -0.028
H  -3.56861  -1.40870  -2.70601  -0.008
H  -4.65036  -1.32683  -4.75769  0.285
O  1.16500  -0.88308  1.19531  -0.031
C  0.50537  0.40471  1.15977  0.627
C  -0.50393  0.36474  -0.03418  1.400
O  0.20166  0.44120  -1.25613  0.189
H  2.01562  -0.68694  1.59478  0.062
H  0.01728  0.75250  2.07021  -0.410
H  1.31037  1.13065  1.04539  0.424
H  -1.16961  1.22773  -0.01932  -1.069
H  -1.25855  -0.41286  0.08414  -0.792
H  0.44784  -0.46554  -1.45315  -0.007
O  -2.76831  1.15933  4.90575  -0.554
C  -2.87809  1.05633  3.49081  -0.049
C  -2.28895  2.26592  2.80984  0.043
O  -3.19920  3.32469  2.81317  -0.599
H  -3.09364  2.03866  5.11198  0.321
H  -2.25890  0.23822  3.12283  0.030
H  -3.91905  0.89907  3.20834  0.321
H  -2.11875  2.17789  1.73682  -0.319
H  -1.34254  2.57975  3.25023  0.425
H  -2.93149  4.03338  3.40282  0.355
O  1.00749  -4.98590  3.61431  -0.581
C  0.63949  -4.67889  2.31168  -0.021
C  1.99676  -4.39120  1.65245  0.336
O  2.86519  -5.57803  1.57742  -0.664
H  1.65243  -5.69697  3.60792  0.344
H  0.09496  -5.51820  1.87909  0.263
H  0.00092  -3.79553  2.31554  -0.072
H  2.40992  -3.48557  2.09656  0.120
H  1.94444  -4.15152  0.59041  -0.050
H  3.56534  -5.48255  0.92759  0.335

Energy relative to the best compared isomer or geometry (same formula, charge and spin), eV: 5.3835
Total charge: 0
SMILES string: OCCO.OCCO.OCCO.OCCO.OCCO.OCCO.OCCO.OCCO.OCCO.OCCO.OCCO.OCCO
HOMO-LUMO gap, eV: 9.2

ORCA calculation (wB97M-V/def2-TZVPD) on the molecule C10H13N3 at a distorted geometry.

Each line ends with the Mulliken charge.
CARTESIAN COORDINATES (ANGSTROEM)
C  2.99788  0.17376  -0.44884  -0.179
C  2.73401  0.58597  0.79207  -0.878
C  2.05431  0.17540  -1.39813  -0.728
C  1.43602  0.97627  1.09144  -0.169
C  0.80712  0.40206  -1.07720  0.207
C  0.42931  0.90185  0.18561  0.508
C  -1.70835  -0.97213  -0.65992  -0.475
C  -0.86747  1.34784  0.50887  -0.192
C  -0.82467  -1.32213  0.29780  0.065
C  -0.30416  -2.66037  0.34878  -1.540
N  -2.38471  0.16656  -0.82244  -1.248
N  -2.03752  1.16984  -0.05762  1.151
N  -3.08339  1.89269  0.39587  -0.992
H  4.01861  -0.13242  -0.66507  0.370
H  3.51651  0.65040  1.53293  0.409
H  2.35600  -0.17571  -2.46189  0.232
H  1.33343  1.53174  2.07507  0.232
H  0.10433  0.29856  -1.91658  0.283
H  -1.92340  -1.64490  -1.39591  0.526
H  -0.98839  2.10580  1.44956  0.169
H  -0.64886  -0.73872  1.14367  0.610
H  0.76225  -2.65530  0.79735  0.273
H  -0.14875  -3.09962  -0.56349  0.415
H  -0.83217  -3.40875  0.91748  0.328
H  -3.94709  1.52387  -0.13360  0.355
H  -2.85085  2.90744  0.06418  0.266

Energy relative to the best compared isomer or geometry (same formula, charge and spin), eV: 5.2045
Total charge: 0
HOMO-LUMO gap (spin up / spin down), eV: 7.2 / 7.2

ORCA calculation (wB97M-V/def2-TZVPD) on a cluster of 16 separate species, C3H40NO15S in total at a distorted geometry.

Each line ends with the Mulliken charge.
CARTESIAN COORDINATES (ANGSTROEM)
C  0.31176  0.37095  0.46723  0.301
C  1.36211  1.39951  0.88322  -0.104
C  2.36469  1.69192  -0.20773  -0.929
S  2.82641  3.44684  -0.31934  -0.259
N  -0.98912  0.50209  1.13810  0.418
H  0.15944  0.45186  -0.61713  -0.324
H  0.79748  -0.60101  0.55795  0.190
H  1.94147  1.02795  1.74112  0.270
H  0.87965  2.29750  1.27182  0.438
H  1.96173  1.53676  -1.21285  -0.082
H  3.28679  1.14348  -0.03530  0.543
H  3.82544  3.55968  0.58671  0.168
H  -1.31626  1.44001  0.90645  0.543
H  -1.60711  -0.33055  0.82860  0.120
H  -0.82032  0.46327  2.15902  -0.028
H  -0.78394  -3.31520  1.21348  0.505
H  0.51772  -2.84023  1.86727  0.337
O  -0.32705  -3.28128  2.09001  -0.827
H  -2.62192  -0.30693  -2.02318  0.360
H  -1.26407  -0.67741  -2.63723  0.268
O  -1.89618  -0.96220  -1.96629  -0.533
H  4.40981  -1.05107  -1.05893  0.317
H  3.00103  -0.69592  -0.82145  0.220
O  3.60463  -0.85917  -1.55573  -0.621
H  1.78057  -1.38575  3.00730  0.376
H  2.64890  -2.41362  2.34129  0.276
O  2.00238  -1.75449  2.12370  -0.626
H  1.87944  -2.08415  -1.90763  0.300
H  0.76172  -1.09925  -2.33764  0.371
O  0.92944  -2.02082  -2.05012  -0.685
H  0.93429  3.96349  -1.98396  0.276
H  0.69656  4.28111  -3.53224  0.279
O  0.48492  3.71194  -2.79401  -0.589
H  -1.03486  1.89218  4.07848  0.245
H  0.22446  2.68373  3.78384  0.284
O  -0.29434  1.93756  3.45823  -0.549
H  0.28355  0.08801  -4.22229  0.229
H  0.83145  1.11239  -3.24802  0.213
O  0.30937  0.30072  -3.28096  -0.575
H  -2.23675  -1.94155  0.34118  0.508
H  -3.32743  -0.87417  0.03753  0.268
O  -2.86065  -1.29723  0.77089  -0.705
H  -0.00663  -0.59224  3.98685  0.386
H  1.00095  0.50915  4.36585  0.306
O  0.90143  -0.43890  4.30103  -0.775
H  -0.90813  -1.91114  2.96829  0.475
H  -2.29918  -1.47401  3.68580  0.239
O  -1.48568  -1.18013  3.29142  -0.672
H  -1.89903  -3.54448  -0.98293  0.382
H  -0.50971  -2.74538  -1.09306  0.187
O  -1.19738  -3.06173  -0.48895  -0.638
H  -4.78261  0.88996  -1.87672  0.266
H  -3.56764  1.65349  -1.44059  0.266
O  -3.87537  0.75155  -1.57804  -0.575
H  -2.31699  -3.25128  -3.10005  0.318
H  -1.50205  -4.56746  -2.91768  0.333
O  -2.27346  -4.08248  -2.61538  -0.692
H  -0.88042  2.44752  -1.71468  0.234
H  -1.71276  3.53343  -1.14038  0.291
O  -1.48778  2.60893  -0.97606  -0.516

Energy relative to the best compared isomer or geometry (same formula, charge and spin), eV: 0.0000
Total charge: +1
HOMO-LUMO gap, eV: 9.6

ORCA calculation (wB97M-V/def2-TZVPD) on a structure of composition C11H9BrCl3N2O6Rh at a distorted geometry.

Each line ends with the Mulliken charge.
CARTESIAN COORDINATES (ANGSTROEM)
Rh  -0.32494  -0.04286  0.55195  0.872
N  1.79898  0.13136  0.28654  -0.280
C  2.51223  -0.12170  1.53844  -0.388
C  1.60404  0.05756  2.73521  0.537
O  2.09502  0.04504  3.85504  -0.740
O  0.35433  0.19053  2.45414  -0.795
H  2.16358  -0.43262  -0.46924  0.277
H  1.87220  1.11576  0.00323  0.204
H  3.38141  0.52330  1.66668  0.368
H  2.85242  -1.15778  1.57036  0.287
Cl  0.83271  5.75359  -0.36813  -0.175
C  -0.18550  4.32128  -0.06915  0.496
Cl  -0.51932  4.20919  1.67829  -0.176
Cl  -1.71115  4.51690  -0.94403  -0.153
C  0.55068  2.96992  -0.47038  0.478
O  1.78708  3.01638  -0.47602  -0.806
O  -0.22153  2.02044  -0.68344  -0.622
Br  -3.65184  -6.30730  -1.13497  -0.369
C  -2.60611  -4.69609  -1.09287  -0.159
C  -1.26250  -4.73483  -1.44743  -0.128
N  -0.47105  -3.69255  -1.54451  -0.933
C  -0.98235  -2.38099  -1.09488  0.539
C  -2.45485  -2.32686  -0.76483  -0.012
C  -3.20311  -3.45093  -0.78202  -0.185
C  -3.07113  -1.03541  -0.40064  0.280
O  -4.24707  -0.79207  -0.65657  -0.720
O  -2.31222  -0.16336  0.23695  -0.668
H  -0.81444  -5.69877  -1.69509  0.313
H  -0.73085  -1.64593  -1.88397  0.123
H  -4.25973  -3.37965  -0.55285  0.467
C  -0.13816  -2.02869  0.12745  -0.687
H  -0.46612  -2.58935  1.00477  0.256
H  0.91909  -2.22734  -0.07103  0.498

Energy relative to the best compared isomer or geometry (same formula, charge and spin), eV: 1.2801
Total charge: -2
HOMO-LUMO gap, eV: 4.7